(1)
DFT (wB97M-V/def2-TZVPD) results for a structure of composition C4H8O2.

Structure (XYZ):
```
14
Properties=species:S:1:pos:R:3:forces:R:3
H 2.0477 -0.0076 1.5878 -0.1 -0.1 -0.1
O 1.2448 1.5934 -0.3114 0.1 0.0 -0.2
H 1.9179 -1.0641 0.1682 -0.1 0.1 0.1
H 1.5286 1.2793 -1.1813 0.0 0.1 0.1
C 1.3436 -0.5075 0.9177 0.0 -0.1 0.0
C 0.4622 0.5583 0.2509 -0.2 -0.2 0.1
H -0.1679 1.0399 1.0120 0.0 -0.1 -0.1
H -2.1349 -1.4849 -0.8555 0.1 0.1 0.1
O -1.9275 0.6383 -0.9498 0.1 0.1 -0.2
C -1.6686 -0.6408 -0.3453 0.0 -0.2 0.2
C -0.3524 -0.1442 -0.7886 0.2 -0.1 0.3
H -1.9154 -0.5874 0.7166 0.1 0.0 -0.1
H 0.7480 -1.2209 1.4981 0.1 0.1 -0.1
H -1.1261 0.5482 -1.7195 -0.3 0.2 -0.1
```
Positions in Å, forces in eV/Å.

Values from the calculation:
Energy relative to the best compared isomer or geometry (same formula, charge and spin) = 5.022 eV
Kohn-Sham gap = 10.138 eV
Total energy = -8368.2593 eV
E_LUMO = 0.8 eV
Highest occupied orbital energy = -0.344 Eh

Atomic partial charges in e from the Löwdin method, atoms 1 to 5: number 1, H, carries 0.0849; number 2, O, carries -0.0409; number 3, H, carries 0.0841; number 4, H, carries 0.0914; number 5, C, carries -0.0388

(2)
DFT (wB97M-V/def2-TZVPD) results for a cluster of 2 separate species, C3H10N4 in total at a distorted geometry.

Structure (XYZ):
```
17
Properties=species:S:1:pos:R:3:forces:R:3
H -1.1355 -0.0093 1.7110 0.1 0.2 -0.1
H 0.7813 -0.5478 0.5716 -0.7 0.7 -0.3
H 0.0378 0.6747 -1.9375 0.1 -0.1 0.0
H 0.7827 2.3218 -1.6419 0.0 0.0 0.0
H 0.5250 -1.3930 -1.3123 0.0 -0.1 0.0
N 0.2197 -2.1087 -0.6519 -0.2 0.3 0.2
H -0.6776 -2.4729 -0.9631 0.1 0.0 0.0
H 1.4106 1.6560 1.8670 0.0 0.0 -0.1
N 0.0314 -1.4252 0.5850 0.1 -0.1 -0.1
H 0.0761 -2.1045 1.3475 -0.3 0.0 -0.1
N 0.9670 1.9869 1.0264 0.1 0.3 -0.1
H 1.3448 2.8701 0.6982 0.0 -0.1 0.1
H -2.1052 -0.9267 -0.8853 0.0 -0.2 0.1
N -2.2065 -0.4793 0.0242 0.7 0.3 0.2
C 0.5845 1.0490 0.0770 0.6 -0.6 0.1
C -1.1508 -0.4377 0.7160 -0.5 -1.1 -0.1
C 0.5149 1.3464 -1.2319 -0.1 0.3 0.1
```
Positions in Å, forces in eV/Å.

Values from the calculation:
Energy relative to the best compared isomer or geometry (same formula, charge and spin) = 5.228 eV
Kohn-Sham gap = 7.836 eV
Total energy = -9228.3558 eV
E_LUMO = 0.7 eV
Highest occupied orbital energy = -0.261 Eh

Atomic partial charges in e from the Löwdin method, atoms 1 to 5: number 1, H, carries 0.1129; number 2, H, carries 0.1247; number 3, H, carries 0.0046; number 4, H, carries 0.0265; number 5, H, carries 0.0717

(3)
DFT (wB97M-V/def2-TZVPD) results for a structure of composition C20H44NO14S at a distorted geometry.

Structure (XYZ):
```
80
Properties=species:S:1:pos:R:3:forces:R:3
H 14.9508 -2.6510 52.1265 -0.2 0.4 -1.0
H 15.1290 5.5083 59.3764 0.5 -0.5 -0.5
O 13.2967 -0.6797 52.6546 1.4 1.2 -0.3
O 13.8038 4.0476 55.2461 1.4 -0.4 1.2
C 14.6030 -0.5324 51.9630 0.6 0.4 -0.4
O 11.5214 7.5429 53.7059 1.0 0.6 0.8
H 8.8556 8.2028 54.5977 -0.2 1.2 -0.3
H 18.0559 2.9682 49.2503 -0.9 0.5 1.2
H 14.2479 4.1292 59.8535 0.9 -1.9 0.7
H 12.6579 4.8062 57.7528 2.1 1.0 -1.6
C 11.1202 2.9748 57.2935 -0.8 -0.2 -2.8
C 12.4611 3.1717 60.7533 -3.0 1.3 -1.6
H 11.6255 3.9430 61.0334 1.6 -1.6 0.4
C 9.7971 2.5156 56.7812 0.0 5.7 -0.4
H 8.4293 6.8044 53.7178 -0.5 -1.0 0.2
H 15.4349 -0.1890 52.6077 -0.8 -0.3 0.5
O 11.1662 3.0556 58.6302 1.9 -0.2 -0.1
H 12.9144 4.1533 58.7287 -3.1 -1.5 2.3
O 10.5555 5.8090 54.8137 -2.0 5.6 2.9
C 14.9634 1.9485 55.8360 3.5 2.9 -1.5
C 13.9869 3.0498 50.6682 0.2 1.9 0.3
C 13.0374 1.9195 50.2774 0.8 -0.8 2.1
H 13.7260 8.7559 52.6473 -0.6 -0.7 0.6
O 11.9604 3.2507 56.4250 -1.3 -0.8 3.4
C 12.4951 3.3179 59.1814 -4.8 -1.0 4.1
H 9.0771 2.7304 57.5091 -1.3 0.1 1.3
C 11.6882 0.1078 54.2566 -2.2 -1.5 -2.8
C 16.2211 4.0468 50.2724 0.4 0.8 1.4
H 13.2688 9.3974 54.1724 -0.7 1.5 1.0
C 17.3195 3.8149 49.2810 2.7 1.9 -2.0
H 13.1929 2.6391 59.0463 2.7 -4.3 -2.2
C 12.8860 7.3292 54.1556 0.1 -3.3 0.8
S 9.1264 2.2688 52.2879 -0.2 -4.7 -3.0
O 8.9077 2.9283 53.4905 -0.8 3.1 7.5
O 13.5625 1.3871 53.6124 0.0 0.1 -1.0
H 13.2693 6.3203 53.7109 -0.3 2.1 0.4
H 14.3212 1.2360 56.1156 -2.5 -2.9 1.3
C 12.8888 0.4089 53.4428 0.3 -1.2 -0.5
H 9.8285 1.5268 56.6481 0.0 -3.8 -1.4
H 13.4674 3.5457 61.0327 -1.1 -1.1 1.0
C 15.0366 -1.8851 51.3091 -11.6 0.3 4.0
H 12.1087 2.0828 60.9382 1.0 2.0 0.3
H 15.8989 -1.8735 51.0154 9.6 0.4 -3.4
H 13.6914 0.9794 50.3989 -1.9 1.5 0.1
H 12.1554 4.4939 52.8501 1.5 -0.2 -3.1
H 14.7895 8.4159 54.0346 -2.5 0.2 -0.3
H 15.2275 1.6854 54.7218 -0.6 1.3 2.4
C 9.1657 7.5643 53.7908 2.0 -0.5 -2.8
H 13.6546 5.6557 59.8320 -2.4 1.5 0.9
H 18.0368 4.8458 49.2064 -2.1 -2.8 0.1
H 10.9211 -0.6204 53.8057 1.4 1.1 0.2
O 7.9701 2.5355 51.4656 -0.9 0.1 -2.1
C 13.7966 4.8306 57.8712 0.7 3.2 -4.8
H 16.5205 4.0627 51.3458 -0.1 -0.2 -0.6
H 16.7943 3.6421 48.3165 0.4 0.7 0.3
H 10.7151 4.5977 53.4800 -5.0 -0.1 -1.3
H 12.0013 5.1034 54.2742 2.2 3.1 3.7
C 14.2629 3.3274 56.1388 0.9 -0.8 -7.8
H 14.5808 0.2976 51.1933 0.0 -1.5 1.2
C 14.1761 4.9661 59.2797 4.9 3.5 -0.6
H 12.9320 7.1004 55.3034 -0.3 0.8 -1.9
C 10.5102 6.9141 54.2728 -2.8 -2.0 -1.3
H 12.0885 -0.3688 55.0777 0.8 -0.9 2.4
O 9.3178 0.7762 52.4654 0.1 1.0 0.0
O 10.3797 2.8371 51.7970 2.8 0.8 -2.0
H 9.5531 3.2421 55.9099 0.3 -2.1 0.8
O 13.7310 3.9534 51.4316 0.1 -0.5 -0.1
C 13.6320 8.5272 53.7367 4.5 -0.5 -1.1
H 14.1394 5.6387 57.1959 0.0 0.1 0.6
H 15.8965 1.8961 56.4868 -1.2 0.0 -0.7
H 9.2743 7.9078 52.5729 -0.2 -0.1 3.9
H 11.0852 0.9542 54.4692 -0.2 1.0 0.3
N 11.6256 4.5530 53.6508 3.9 -8.1 -2.7
H 11.9513 1.9507 50.8009 2.4 0.2 -0.8
H 11.7880 3.5899 54.0153 -0.4 0.3 -0.1
O 14.4296 3.6620 57.3249 0.1 0.9 5.5
O 15.2428 3.1122 50.0113 -2.4 -3.1 -0.3
H 14.2959 -2.0474 50.4654 1.0 -0.4 1.0
H 15.8262 5.0272 50.0345 -0.1 0.5 0.2
H 13.0058 1.8889 49.2363 -0.6 0.5 -2.0
```
Positions in Å, forces in eV/Å.

Values from the calculation:
Energy relative to the best compared isomer or geometry (same formula, charge and spin) = 4.984 eV
Kohn-Sham gap = 4.812 eV
Net charge = -1
Total energy = -62433.2261 eV
E_LUMO = 2.0 eV
Highest occupied orbital energy = -0.105 Eh

Atomic partial charges in e from the Löwdin method, atoms 1 to 5: number 1, H, carries 0.0994; number 2, H, carries 0.1186; number 3, O, carries -0.0157; number 4, O, carries 0.0391; number 5, C, carries -0.1999